Arrangement one

2 unconnected molecules or ions with the total composition C4H8NO3, computed with ωB97M-V/def2-TZVPD.

E_LUMO: 3.776 eV
Spin multiplicity: 1
Charge: -1
Frontier orbital gap: 8.148 eV

Last columns: bonded neighbours and bond lengths (Å).
CARTESIAN COORDINATES (ANGSTROEM)
1 C 1.687 0.493 0.169  C2 1.492, H7 1.093, H8 1.086, H9 1.088
2 C 1.859 0.709 -1.297  C1 1.492, O3 1.225, N4 1.375
3 O 2.781 1.327 -1.815  C2 1.225
4 N 1.065 -0.067 -2.108  C2 1.375, H5 1.002, H6 1.019
5 H 1.092 0.266 -3.053  N4 1.002
6 H 0.168 -0.468 -1.837  N4 1.019
7 H 1.887 1.398 0.749  C1 1.093
8 H 2.363 -0.261 0.561  C1 1.086
9 H 0.686 0.122 0.378  C1 1.088
10 C -1.996 0.083 1.552  C11 1.618, H14 1.080, H15 1.092, H16 1.085
11 C -1.972 -1.277 0.677  C10 1.618, O12 1.269, O13 1.232
12 O -1.032 -1.333 -0.175  C11 1.269
13 O -2.658 -2.187 1.145  C11 1.232
14 H -2.726 0.691 1.039  C10 1.080
15 H -1.037 0.585 1.404  C10 1.092
16 H -2.166 -0.081 2.611  C10 1.085

Atom charges from the Löwdin analysis, given in e for atoms 1 to 5: number 1, C, carries -0.02; number 2, C, carries -0.59; number 3, O, carries -0.01; number 4, N, carries 0.15; number 5, H, carries 0.09



Arrangement two

2 unconnected molecules or ions with the total composition C4H8NO3, computed with ωB97M-V/def2-TZVPD.

E_LUMO: 2.024 eV
Spin multiplicity: 1
Charge: -1
Frontier orbital gap: 4.766 eV

Last columns: bonded neighbours and bond lengths (Å).
CARTESIAN COORDINATES (ANGSTROEM)
1 C 1.296 -0.148 0.715  N2 1.492, H9 1.096, H10 1.093, H11 1.080
2 N 0.133 -1.077 0.612  C1 1.492, C3 1.354, H15 1.018
3 C -1.096 -0.510 0.641  N2 1.354, C4 1.512, C6 1.671, H13 1.075
4 C -1.831 -0.937 -0.610  C3 1.512, O5 1.237, C6 1.703, H14 1.082
5 O -1.287 -1.772 -1.343  C4 1.237
6 C -1.325 0.685 -0.505  C3 1.671, C4 1.703, O7 1.203, H16 1.100
7 O -2.144 1.500 -0.170  C6 1.203
8 O 3.072 1.536 -0.231  H12 0.963
9 H 1.217 0.334 1.695  C1 1.096
10 H 1.395 0.631 -0.045  C1 1.093
11 H 2.225 -0.696 0.763  C1 1.080
12 H 3.181 2.071 -1.025  O8 0.963
13 H -1.556 -0.063 1.503  C3 1.075
14 H -2.913 -0.968 -0.635  C4 1.082
15 H 0.160 -1.669 -0.216  N2 1.018
16 H -0.526 1.082 -1.150  C6 1.100

Atom charges from the Löwdin analysis, given in e for atoms 1 to 5: number 1, C, carries -0.11; number 2, N, carries -0.02; number 3, C, carries -0.19; number 4, C, carries -0.40; number 5, O, carries -0.02



Arrangement three

A gas-phase ion, C4H8NO3 (charge -1), computed with ωB97M-V/def2-TZVPD.

E_LUMO: 3.810 eV
Spin multiplicity: 1
Charge: -1
Frontier orbital gap: 6.249 eV

Last columns: bonded neighbours and bond lengths (Å).
CARTESIAN COORDINATES (ANGSTROEM)
1 O 2.574 -0.791 -0.516  C2 1.206
2 C 1.809 0.132 -0.651  O1 1.206, O3 1.428, C4 1.651
3 O 2.310 1.295 -1.310  C2 1.428, H9 0.966
4 C 0.378 0.461 0.103  C2 1.651, C5 1.571, N8 1.365, H10 1.098
5 C -0.550 -0.668 -0.475  C4 1.571, C6 1.576, H11 1.097, H12 1.091
6 C -1.960 -0.563 0.221  C5 1.576, O7 1.413, H13 1.100, H14 1.103
7 O -2.203 0.505 1.114  C6 1.413, H15 0.990
8 N 0.643 0.534 1.440  C4 1.365, H16 1.017
9 H 3.268 1.374 -1.211  O3 0.966
10 H -0.054 1.413 -0.232  C4 1.098
11 H -0.738 -0.597 -1.554  C5 1.097
12 H -0.251 -1.712 -0.374  C5 1.091
13 H -2.197 -1.488 0.769  C6 1.100
14 H -2.730 -0.487 -0.565  C6 1.103
15 H -1.342 0.902 1.399  O7 0.990
16 H 1.045 -0.309 1.841  N8 1.017

Atom charges from the Löwdin analysis, given in e for atoms 1 to 5: number 1, O, carries 0.03; number 2, C, carries -0.42; number 3, O, carries -0.02; number 4, C, carries -0.50; number 5, C, carries -0.15



Which of them is most stable? Easy: arrangement one.



Arrangement one

2 unconnected molecules or ions with the total composition C4H8NO3, computed with ωB97M-V/def2-TZVPD.

E_LUMO: 3.735 eV
Spin multiplicity: 1
Charge: -1
Frontier orbital gap: 8.091 eV

Last columns: bonded neighbours and bond lengths (Å).
CARTESIAN COORDINATES (ANGSTROEM)
1 C 2.763 -0.705 -0.230  C2 1.506, H7 1.088, H8 1.090, H9 1.092
2 C 1.802 -1.217 0.810  C1 1.506, O3 1.240, N4 1.351
3 O 1.853 -2.427 1.072  C2 1.240
4 N 0.878 -0.416 1.385  C2 1.351, H5 1.008, H6 1.026
5 H 0.120 -0.947 1.784  N4 1.008
6 H 0.561 0.456 0.948  N4 1.026
7 H 3.446 0.089 0.064  C1 1.088
8 H 2.193 -0.499 -1.136  C1 1.090
9 H 3.372 -1.567 -0.515  C1 1.092
10 C -2.367 -0.114 -0.895  C11 1.587, H14 1.096, H15 1.095, H16 1.090
11 C -1.756 1.339 -0.704  C10 1.587, O12 1.253, O13 1.246
12 O -2.547 2.212 -1.129  C11 1.253
13 O -0.615 1.442 -0.214  C11 1.246
14 H -1.668 -0.877 -0.535  C10 1.096
15 H -2.473 -0.293 -1.971  C10 1.095
16 H -3.359 -0.232 -0.457  C10 1.090

Atom charges from the Löwdin analysis, given in e for atoms 1 to 5: number 1, C, carries -0.02; number 2, C, carries -0.60; number 3, O, carries -0.03; number 4, N, carries 0.16; number 5, H, carries 0.10



Arrangement two

2 unconnected molecules or ions with the total composition C4H8NO3, computed with ωB97M-V/def2-TZVPD.

E_LUMO: 3.400 eV
Spin multiplicity: 1
Charge: -1
Frontier orbital gap: 7.467 eV

Last columns: bonded neighbours and bond lengths (Å).
CARTESIAN COORDINATES (ANGSTROEM)
1 C -1.240 -0.701 2.157  C2 1.551, H5 1.047, H6 1.089, H7 1.097
2 C 0.229 -1.084 2.474  C1 1.551, O3 1.255, O4 1.247
3 O 0.431 -2.316 2.600  C2 1.255
4 O 1.051 -0.149 2.542  C2 1.247
5 H -1.841 -1.032 2.948  C1 1.047
6 H -1.551 -1.098 1.193  C1 1.089
7 H -1.366 0.388 2.197  C1 1.097
8 C 0.180 1.162 -0.861  C9 1.503, H14 1.094, H15 1.080, H16 1.089
9 C 0.530 0.955 -2.308  C8 1.503, O10 1.223, N11 1.367
10 O 0.454 1.860 -3.127  C9 1.223
11 N 0.826 -0.320 -2.701  C9 1.367, H12 1.005, H13 1.003
12 H 1.066 -0.351 -3.677  N11 1.005
13 H 0.969 -1.000 -1.978  N11 1.003
14 H 0.434 0.346 -0.178  C8 1.094
15 H -0.887 1.326 -0.840  C8 1.080
16 H 0.715 2.013 -0.440  C8 1.089

Atom charges from the Löwdin analysis, given in e for atoms 1 to 5: number 1, C, carries -0.07; number 2, C, carries -0.82; number 3, O, carries -0.12; number 4, O, carries -0.11; number 5, H, carries 0.03



Which of them is most stable? Easy: arrangement one.